C24H32N2OOsSSi as an isolated structure in a non-equilibrium geometry, computed with ωB97M-V/def2-TZVPD.

ΔE to the lowest compared entry with this formula, charge and spin = 32.59 kJ/mol
orbital gap (alpha / beta) = 6.4 / 6.4 eV
E = -1896.85826 Eh
HOMO (alpha / beta) = -6.7 / -6.7 eV
LUMO energy (alpha / beta) = -0.28 / -0.29 eV

Each line ends with the natural charge from an NBO analysis.
Cartesian coordinates (Å):
Os: -0.160 -0.025 -0.479  0.95
S: -0.166 -3.774 -2.952  0.44
Si: -1.315 2.583 -2.416  1.90
O: -0.613 1.196 -1.882  -1.12
N: -0.044 -0.435 1.164  -0.47
N: 1.758 -0.448 -1.916  -0.44
C: -0.201 0.739 4.641  -0.21
C: 2.859 0.263 -2.117  0.07
C: 2.589 -2.127 -3.392  -0.24
C: -3.161 2.525 -2.104  -1.14
C: -1.677 -3.678 -2.148  -0.41
C: -0.598 -1.766 -1.392  -0.16
C: 1.611 -1.630 -2.534  0.20
C: 3.736 -1.382 -3.594  -0.15
C: 0.351 -2.302 -2.235  -0.29
C: 0.047 -0.435 5.329  -0.22
C: 3.884 -0.165 -2.945  -0.27
C: 1.724 -2.950 1.612  -0.60
C: -1.777 -2.567 -1.370  -0.26
C: 0.509 -2.956 2.542  -0.24
C: -0.232 0.780 3.252  -0.01
C: 0.277 -1.604 4.625  -0.16
C: -0.583 4.057 -1.525  -1.14
C: -1.865 2.196 1.904  -0.61
C: -0.500 2.121 2.592  -0.24
C: -0.972 2.718 -4.249  -1.13
C: -0.016 -0.426 2.557  0.14
C: 0.635 2.605 1.688  -0.58
C: -0.745 -3.472 1.839  -0.60
C: 0.256 -1.632 3.236  -0.02
H: -1.438 3.613 -4.667  0.23
H: -0.535 2.834 3.421  0.20
H: 0.465 3.643 1.396  0.21
H: -0.964 4.987 -1.954  0.24
H: 0.739 -3.659 3.349  0.20
H: -0.371 1.658 5.189  0.21
H: 4.767 0.444 -3.078  0.22
H: 2.449 -3.078 -3.889  0.22
H: 1.935 -3.969 1.281  0.21
H: 1.553 -2.339 0.727  0.22
H: -3.612 1.656 -2.585  0.24
H: 4.509 -1.749 -4.256  0.22
H: -0.845 4.049 -0.465  0.23
H: 2.915 1.205 -1.584  0.21
H: -2.652 -2.324 -0.785  0.24
H: -2.084 3.228 1.621  0.20
H: 0.735 2.029 0.762  0.18
H: 0.069 -0.437 6.411  0.21
H: -1.050 -2.802 1.039  0.22
H: -0.556 -4.454 1.400  0.21
H: 0.506 4.075 -1.606  0.23
H: 2.610 -2.571 2.124  0.21
H: 1.596 2.546 2.201  0.22
H: -1.576 -3.566 2.541  0.21
H: -2.413 -4.450 -2.301  0.24
H: -2.655 1.854 2.574  0.21
H: 0.482 -2.525 5.158  0.20
H: -1.362 1.853 -4.787  0.24
H: 0.100 2.777 -4.445  0.24
H: -1.901 1.580 1.004  0.22
H: -3.375 2.464 -1.035  0.24
H: -3.654 3.419 -2.493  0.23

Cartesian forces (eV/Å) of the 2 atoms listed first:
0.406 -0.490 -0.445
-0.068 0.092 -0.025